A molecular structure, C24H43NS2Si4SnTe. Source: the OMol25 dataset; level of theory: ωB97M-V/def2-TZVPD.

Its multiplicity is 1. The HOMO energy is -7.61 eV. The calculation puts the HOMO-LUMO gap at 7.85 eV. The value obtained for the LUMO energy is 0.24 eV. As for the electronic energy: -93386.849 eV.

Each line ends with the Mulliken charge.
CARTESIAN COORDINATES (ANGSTROEM)
Te 0.807 -1.391 -1.140  -0.34
Sn 1.729 -0.423 1.188  1.54
S 0.374 -1.613 2.847  -0.42
S 0.864 1.675 1.997  -0.41
Si -3.086 -2.007 -0.417  0.46
Si -1.576 -0.558 -1.507  -0.01
Si -2.032 1.699 -1.037  0.43
Si -1.491 -0.913 -3.846  0.33
N 3.451 1.149 -0.253  0.63
C 3.940 -1.300 3.139  -0.66
C 4.785 -0.432 1.056  0.61
C -1.099 0.482 5.938  -0.59
C -2.695 1.973 0.693  -0.84
C -0.055 -0.232 3.870  0.39
C -3.381 2.188 -2.257  -1.11
C 0.128 1.110 3.512  0.70
C 5.241 -1.464 3.596  -0.74
C -0.533 2.796 -1.305  -0.54
C 4.495 0.122 -0.317  -1.36
C 3.013 1.509 -1.599  -1.24
C -0.913 1.810 5.582  -0.62
C -3.268 -1.567 1.391  -0.54
C -2.484 -3.773 -0.606  -1.08
C -4.769 -1.820 -1.243  -0.99
C -0.360 0.386 -4.598  -0.77
C -0.831 -2.628 -4.234  -1.09
C 6.082 -0.610 1.513  -0.80
C 3.710 -0.774 1.874  0.41
C -0.666 -0.520 5.092  -0.83
C -3.190 -0.787 -4.643  -1.11
C 3.970 2.339 0.419  -1.24
C -0.299 2.114 4.382  -0.83
C 6.310 -1.128 2.781  -0.57
H -2.443 -4.074 -1.654  0.27
H -1.241 2.607 6.236  0.38
H -4.720 -1.995 -2.318  0.22
H -3.667 1.495 0.825  0.28
H 2.629 0.631 -2.116  0.34
H 5.419 -1.862 4.587  0.43
H -3.161 -4.453 -0.084  0.39
H 2.212 2.249 -1.543  0.23
H 6.918 -0.340 0.877  0.39
H -0.144 0.143 -5.641  0.40
H 7.324 -1.265 3.131  0.37
H -2.306 -1.528 1.892  -0.14
H -0.083 2.657 -2.289  0.28
H -3.761 -0.603 1.521  0.28
H -4.260 1.546 -2.168  0.26
H 4.825 2.752 -0.135  0.33
H 3.190 3.095 0.478  0.37
H -3.869 -1.546 -4.255  0.32
H -3.656 0.186 -4.492  0.28
H 3.104 -1.582 3.768  0.44
H 0.230 2.597 -0.548  -0.22
H -1.487 -3.892 -0.181  0.28
H -3.033 2.140 -3.288  0.23
H -3.698 3.215 -2.062  0.42
H -0.825 1.374 -4.575  0.26
H -5.477 -2.537 -0.821  0.40
H 3.843 1.938 -2.179  0.34
H 0.588 0.445 -4.060  0.09
H -0.802 -1.558 5.367  0.43
H -2.830 3.046 0.848  0.37
H 5.410 0.530 -0.772  0.37
H -5.180 -0.821 -1.085  0.26
H 4.136 -0.677 -0.974  0.35
H -1.576 0.226 6.875  0.37
H 0.164 -2.803 -3.824  0.30
H -0.770 -2.748 -5.319  0.39
H 4.287 2.096 1.431  0.35
H -0.141 3.147 4.101  0.43
H -3.096 -0.949 -5.720  0.41
H -3.877 -2.325 1.890  0.41
H -0.834 3.842 -1.208  0.45
H -1.491 -3.405 -3.848  0.26
H -2.020 1.595 1.463  0.09